(1)
Molecular formula: C6H13N3O3
Method: DFT, wB97M-V/def2-TZVPD

Calculated values
E_HOMO	-7.11	eV
energy relative to the best compared isomer or geometry (same formula, charge and spin)	475.81	kJ/mol
HOMO-LUMO gap	5.270	eV
calculated total energy	-17040.980	eV

The geometry in XYZ format:
```
25
Properties=species:S:1:pos:R:3:forces:R:3:nbo_charge:R:1
C 1.67391 -1.21507 1.04112 0.04 -0.42 -0.09 -0.63
C 1.49641 -1.07922 -0.61551 1.47 -0.30 0.80 -0.28
C 1.22011 0.46992 -1.01082 1.63 1.30 0.90 -0.25
N -0.10075 0.78656 -1.65875 -1.72 -3.31 0.62 -0.62
C -1.07792 -0.28622 -1.14864 -0.46 -0.12 0.19 0.74
N -2.02668 0.04914 -0.20493 2.45 -0.92 -2.67 -0.72
N -0.85498 -1.67319 -1.72778 -1.90 3.79 2.14 -0.62
C 0.40481 -2.18569 -1.08297 0.97 -2.20 1.00 -0.24
H 0.63133 -1.45310 1.54865 2.13 0.79 -0.98 0.21
H 2.17438 -0.26150 1.51368 -1.14 -1.86 -1.02 0.24
H 2.37734 -2.12458 1.28975 -1.42 1.73 -0.58 0.23
H 2.57030 -1.37006 -1.04838 -2.56 0.55 0.74 0.25
H 1.28081 1.10506 -0.00109 -0.26 -1.36 -2.26 0.23
H 2.06307 0.94147 -1.71115 -1.86 -1.28 1.51 0.24
H -0.06773 0.61840 -2.70947 0.08 0.00 1.79 0.40
H -2.85935 -0.54950 0.04942 1.76 0.72 -0.27 0.44
H -1.83882 0.94845 0.33190 -0.47 -0.10 -0.23 0.51
H -1.70613 -2.23333 -1.46637 1.40 0.40 -0.30 0.39
H 0.06504 -2.77679 -0.10272 0.87 1.26 -2.03 0.20
H 0.87157 -3.01401 -1.78921 -0.92 1.97 1.32 0.23
C -1.53386 3.32938 2.16640 -2.62 4.34 1.25 0.92
O -0.49770 3.93058 2.53889 0.08 0.28 0.12 -0.81
O -1.24140 2.10987 1.73783 1.09 -3.85 -1.61 -0.80
O -2.73354 3.68413 2.13882 1.09 -0.56 -0.11 -0.76
H -0.29023 2.24930 1.92132 0.29 -0.85 -0.24 0.50
```
Forces are in eV/Å.

***

(2)
Molecular formula: C6H13N3OP
Method: DFT, wB97M-V/def2-TZVPD

Calculated values
net charge	+1
E_HOMO (alpha / beta)	-12.23 / -12.23	eV
energy relative to the best compared isomer or geometry (same formula, charge and spin)	56.11	kJ/mol
HOMO-LUMO gap (alpha / beta)	7.820 / 7.820	eV
calculated total energy	-22229.334	eV

The geometry in XYZ format:
```
24
Properties=species:S:1:pos:R:3:forces:R:3:nbo_charge:R:1
C 1.97432 0.51043 0.39551 1.12 2.06 0.79 -0.44
C 1.61222 -0.16057 1.73023 0.66 -1.97 1.08 -0.25
C 0.63775 1.01634 -0.25148 1.21 3.07 3.63 -0.33
C 0.23597 0.61136 -1.58776 2.94 -4.79 0.14 -0.59
C -0.34649 0.63718 0.81418 -0.94 -0.26 -1.17 0.50
C -1.79730 1.08289 0.56606 -0.14 -1.82 2.42 -0.13
N -0.32549 -2.24036 -2.67635 -0.54 1.77 0.81 -1.14
N -0.33626 -2.24845 -0.02397 2.05 6.38 -1.48 -1.21
N 0.15642 -0.06324 1.75827 -1.61 0.94 0.53 -0.39
O -2.51885 0.20595 -0.24178 1.58 -0.32 -0.78 -0.70
P -0.39737 -1.32298 -1.38302 1.14 -4.66 -1.60 1.68
H 2.61939 1.41059 0.63083 -0.68 -0.95 -0.47 0.25
H 2.61543 -0.15366 -0.16531 -0.26 -0.18 -0.54 0.26
H 1.86636 -1.27119 1.57262 -0.38 1.52 1.01 0.27
H 1.97616 0.26152 2.77407 -0.29 -0.80 -2.47 0.25
H 0.64822 2.18540 -0.12424 0.03 -1.76 -0.66 0.27
H 1.14571 0.56163 -2.26587 -1.28 -0.15 0.67 0.28
H -1.80433 2.02930 0.17802 0.61 2.50 -1.60 0.20
H -2.26236 1.28437 1.52341 -0.29 -0.57 0.58 0.21
H -0.37183 -2.05944 -3.69151 0.00 0.48 1.04 0.41
H -0.53714 1.06315 -2.05372 -2.57 1.67 -1.24 0.25
H -0.92894 -2.99926 0.00466 -1.83 -2.41 -0.49 0.39
H -0.44446 -0.48064 2.49850 0.75 0.35 -0.69 0.46
H -3.41713 0.13969 0.01864 -1.29 -0.07 0.50 0.51
```
Forces are in eV/Å.

***

(3)
Molecular formula: C6H13N4
Method: DFT, wB97M-V/def2-TZVPD

Calculated values
net charge	+1
E_HOMO	-12.95	eV
energy relative to the best compared isomer or geometry (same formula, charge and spin)	259.01	kJ/mol
HOMO-LUMO gap	9.739	eV
calculated total energy	-12384.224	eV

The geometry in XYZ format:
```
23
Properties=species:S:1:pos:R:3:forces:R:3:nbo_charge:R:1
C -0.71093 -1.53071 1.82984 1.47 0.57 -1.82 0.23
C -0.18486 0.10228 0.21053 2.24 -4.08 1.52 0.67
C 1.42516 -2.27813 0.75421 2.46 2.26 -0.64 -0.41
C -2.28772 1.31989 0.58577 -1.38 2.22 0.10 -0.45
C 1.95802 0.70805 -0.96381 -1.79 -1.48 -1.90 -0.39
C -0.29644 1.32819 -1.86510 -1.86 -0.58 2.05 -0.40
N -1.66050 -0.67056 1.75525 -0.98 -0.74 1.13 -0.26
N 0.32234 -1.35692 0.93762 -2.56 4.82 -1.23 -0.37
N -1.36479 0.24841 0.83424 2.29 0.24 -1.81 -0.19
N 0.48472 0.75751 -0.77854 -1.44 -1.28 2.51 -0.42
H -0.70985 -2.36223 2.48181 -0.16 -0.57 0.70 0.23
H 2.49750 -1.92630 1.00511 -1.92 0.06 0.15 0.22
H 1.18986 -3.05924 1.38546 -0.23 -1.96 1.14 0.23
H 1.54869 -2.59631 -0.25851 -0.53 -0.38 -0.71 0.22
H -2.62783 1.35656 -0.51352 0.06 -0.33 2.06 0.23
H -3.10299 1.32803 1.40001 1.05 -0.59 -1.73 0.28
H -1.78012 2.28946 0.78846 -0.03 -0.58 -0.31 0.23
H 2.21208 1.60852 -1.47771 0.44 0.66 -0.02 0.23
H 2.50206 0.54458 -0.08467 0.52 0.08 1.40 0.23
H 2.14487 -0.13733 -1.66143 0.21 0.48 0.35 0.21
H -1.27882 0.87249 -2.02351 0.33 -0.50 0.30 0.22
H -0.52223 2.33179 -1.64562 0.22 1.59 -0.30 0.22
H 0.24180 1.12197 -2.69591 1.58 0.09 -2.93 0.22
```
Forces are in eV/Å.

***

(4)
Molecular formula: C6H13N4
Method: DFT, wB97M-V/def2-TZVPD

Calculated values
net charge	+1
E_HOMO	-11.97	eV
energy relative to the best compared isomer or geometry (same formula, charge and spin)	125.17	kJ/mol
HOMO-LUMO gap	9.079	eV
calculated total energy	-12385.611	eV

The geometry in XYZ format:
```
23
Properties=species:S:1:pos:R:3:forces:R:3:nbo_charge:R:1
C 1.14732 -1.51881 0.30590 0.52 0.28 0.22 0.34
C -2.21280 -0.66857 0.27983 0.24 -0.01 -0.29 -0.43
C -1.16016 -1.38209 -0.58081 -0.35 -0.08 0.06 -0.21
C -2.07945 0.84428 0.13052 -0.70 -0.28 0.10 -0.23
C 2.37666 0.40028 0.39845 -1.42 0.78 -0.61 0.32
C 0.32587 0.56817 -0.37151 1.58 -0.22 0.51 -0.15
N 2.22271 -0.92909 0.63795 0.54 -0.96 0.25 -0.52
N 0.13847 -0.83179 -0.27058 -0.51 0.44 -0.28 -0.46
N 3.22165 0.80786 -0.55932 0.38 -0.12 -0.03 -0.78
N -0.68878 1.24550 0.49851 -0.14 0.02 -0.05 -0.52
H 1.02973 -2.57746 0.47590 -0.12 -0.20 0.00 0.21
H -3.21218 -0.97578 -0.02408 -0.05 0.07 0.05 0.25
H -2.07615 -0.94674 1.32728 -0.06 -0.04 0.04 0.21
H -1.16429 -2.45290 -0.38182 -0.01 -0.02 -0.05 0.23
H -1.37426 -1.22264 -1.64395 -0.01 -0.08 0.08 0.21
H -2.24645 1.14256 -0.90669 0.12 0.09 0.10 0.22
H -2.79527 1.36237 0.77114 0.10 0.06 -0.03 0.23
H 2.31427 1.05489 1.26555 0.02 0.04 -0.10 0.20
H 0.21621 0.94190 -1.38999 -0.13 0.15 0.07 0.19
H 3.63313 1.72314 -0.54965 -0.05 -0.01 0.03 0.41
H 3.47072 0.18113 -1.30595 0.04 0.02 0.05 0.41
H -0.57235 2.25834 0.41910 0.01 -0.14 0.11 0.44
H -0.51462 0.97544 1.47423 0.01 0.21 -0.21 0.42
```
Forces are in eV/Å.

***

(5)
Molecular formula: C6H13N4O
Method: DFT, wB97M-V/def2-TZVPD

Calculated values
net charge	+1
E_HOMO	-11.37	eV
energy relative to the best compared isomer or geometry (same formula, charge and spin)	904.43	kJ/mol
HOMO-LUMO gap	7.692	eV
calculated total energy	-14425.248	eV

The geometry in XYZ format:
```
24
Properties=species:S:1:pos:R:3:forces:R:3:nbo_charge:R:1
C -0.68782 -0.51577 -0.09967 3.87 0.12 1.72 -0.01
C -1.98761 -0.18316 -0.19160 0.81 -0.69 -0.96 0.24
C -2.01677 -2.28429 0.90804 -1.19 -1.78 1.50 -0.09
C -2.17129 2.08651 0.01851 -3.59 1.70 -1.77 -0.42
C 2.16394 -1.50056 -0.62921 2.78 -0.97 1.29 -0.45
C 1.36166 0.56735 0.32067 -1.41 0.23 1.97 0.24
N -0.93026 -2.00204 -0.00947 1.29 1.17 -0.16 -0.31
N -2.30220 -1.57349 -0.30378 -2.33 -0.45 -1.03 -0.24
N -2.69822 0.86614 -0.54783 1.83 -0.70 1.82 -0.57
N 2.17231 -0.06278 -0.77823 0.95 2.91 0.13 -0.57
O 1.25574 1.91398 0.07138 -0.57 0.08 -1.01 -0.76
H -2.40849 -3.38393 0.78778 1.00 2.16 0.48 0.24
H -2.14115 -1.85101 1.95401 0.44 -0.18 -1.63 0.22
H -1.11241 2.01993 -0.07537 0.75 0.40 0.73 0.23
H -2.57064 2.85803 -0.69256 0.86 -0.13 0.68 0.22
H -2.73530 2.30812 0.95154 1.39 -0.14 -0.04 0.22
H 1.27015 -1.94418 -0.90277 -1.51 -0.72 -1.72 0.27
H 3.13593 -1.90865 -0.97332 -1.06 -0.04 -0.37 0.24
H 2.12264 -1.74918 0.42043 0.42 0.33 0.68 0.23
H 1.79619 0.37132 1.37070 -0.70 -0.27 -1.82 0.20
H -3.52598 0.69407 -1.00986 -2.13 0.22 -0.90 0.42
H 3.21527 0.39015 -0.73622 -3.07 -1.37 -0.55 0.45
H 1.62941 0.26341 -1.62639 1.24 -0.45 0.68 0.47
H 1.70338 2.65018 0.54306 -0.07 -1.40 0.28 0.53
```
Forces are in eV/Å.

***

(6)
Molecular formula: C6H13N4S
Method: DFT, wB97M-V/def2-TZVPD

Calculated values
net charge	+1
E_HOMO	-12.81	eV
energy relative to the best compared isomer or geometry (same formula, charge and spin)	174.37	kJ/mol
HOMO-LUMO gap	8.516	eV
calculated total energy	-23219.945	eV

The geometry in XYZ format:
```
24
Properties=species:S:1:pos:R:3:forces:R:3:nbo_charge:R:1
C -1.49586 1.82863 -0.23738 0.72 2.89 3.17 0.00
C -2.22813 -0.32066 0.01150 -1.00 -1.77 -1.46 0.59
C -0.49355 1.85271 -1.08788 0.26 1.58 -1.88 -0.53
C 0.23075 -0.31391 0.25503 0.68 -2.37 1.21 0.62
C 2.80066 0.15843 -0.04614 -2.78 1.65 -2.95 -0.63
C 1.63239 -0.78701 -0.27601 -0.36 -0.61 3.59 -0.33
N -2.45637 0.92452 -0.04522 -1.33 -2.14 0.07 -0.47
N -0.88011 -0.89170 -0.21598 0.00 -1.06 -2.63 -0.62
N -3.28444 -1.24071 0.18032 1.63 1.10 0.25 -0.80
N 0.17677 0.21749 1.46327 -1.04 0.06 -1.80 -0.73
S 1.98926 -2.38577 0.71087 1.10 0.03 -0.04 -0.06
H -1.54433 2.62728 0.59466 0.36 -1.10 -1.23 0.21
H -0.67592 1.32979 -2.05716 1.05 0.26 0.81 0.23
H 0.19139 2.73351 -0.92987 -0.61 -1.21 -0.89 0.24
H 3.54895 -0.10395 -0.76495 0.85 -0.12 0.14 0.26
H 3.08944 0.30060 0.93752 0.88 -0.30 1.87 0.23
H 2.38833 1.14441 -0.37665 0.69 -0.33 0.08 0.23
H 1.54221 -1.19287 -1.21823 -0.25 -0.04 -2.38 0.24
H -0.71183 -1.52285 -1.09498 -0.78 1.79 2.12 0.45
H -4.10787 -0.70395 0.33658 -0.80 0.19 0.03 0.41
H -3.46708 -2.09604 -0.33906 0.83 0.30 0.13 0.42
H -0.71690 0.59640 1.78088 0.81 -0.19 0.51 0.44
H 1.06036 0.33540 1.86166 1.03 0.85 1.35 0.43
H 3.41189 -2.48978 0.55722 -1.95 0.52 -0.05 0.18
```
Forces are in eV/Å.